No. 1
Density functional theory data (wB97M-V/def2-TZVPD) for 4 unconnected molecules or ions with the total composition C37H63N2O11PS.

Summary:
* HOMO-LUMO gap: 7.528 eV
* SMILES string: CC(C)=CCC[C@H](C)CCO[P@@](=O)(OCCCCSc1nnco1)OCCCc1ccccc1.CCOC(C)=O.CCOC(C)=O.CCOC(C)=O
* E_LUMO: -0.004 Ha

Element x y z (Å)
1 C 8.42 -1.88 1.30
2 C 6.93 -1.61 0.61
3 C 5.80 -2.84 0.57
4 C 6.55 -0.29 0.03
5 C 4.99 0.28 -0.09
6 C 4.55 0.43 -1.66
7 C 3.05 1.05 -1.90
8 C 2.24 1.43 -0.52
9 C 2.14 0.13 -2.96
10 C 1.75 -1.35 -2.30
11 O 0.38 -1.79 -2.60
12 P -0.54 -2.21 -1.20
13 O 0.34 -2.88 -0.02
14 O -1.58 -0.97 -0.58
15 C -1.02 0.38 -0.71
16 C -2.30 1.38 -1.09
17 C -3.53 1.24 0.00
18 C -3.88 2.64 0.79
19 S -4.12 4.13 -0.32
20 C -2.66 5.27 0.15
21 N -2.80 6.72 0.62
22 N -1.50 7.14 0.87
23 C -0.53 6.00 0.57
24 O -1.26 4.77 0.12
25 O -1.62 -3.52 -1.71
26 C -2.74 -3.54 -0.72
27 C -3.47 -5.00 -0.57
28 C -4.65 -5.05 0.59
29 C -4.29 -4.22 1.96
30 C -5.18 -3.01 2.62
31 C -4.64 -2.24 4.00
32 C -3.20 -2.64 4.73
33 C -2.30 -3.88 4.07
34 C -2.86 -4.62 2.72
35 H 8.86 -0.84 1.67
36 H 9.19 -2.35 0.54
37 H 8.32 -2.60 2.23
38 H 5.09 -2.78 1.50
39 H 5.17 -2.81 -0.44
40 H 6.37 -3.87 0.64
41 H 7.46 0.40 -0.31
42 H 4.29 -0.41 0.56
43 H 5.01 1.34 0.46
44 H 4.61 -0.62 -2.19
45 H 5.34 1.16 -2.16
46 H 3.22 2.09 -2.48
47 H 2.90 2.11 0.21
48 H 1.95 0.48 0.13
49 H 1.24 2.03 -0.69
50 H 1.17 0.77 -3.22
51 H 2.79 0.04 -3.93
52 H 2.49 -2.13 -2.80
53 H 2.02 -1.27 -1.17
54 H -0.25 0.52 -1.58
55 H -0.65 0.74 0.34
56 H -2.72 0.96 -2.13
57 H -1.96 2.48 -1.31
58 H -4.52 0.86 -0.52
59 H -3.28 0.44 0.84
60 H -2.97 2.83 1.55
61 H -4.86 2.46 1.40
62 H 0.63 6.14 0.74
63 H -3.55 -2.73 -0.98
64 H -2.21 -3.33 0.33
65 H -2.67 -5.83 -0.27
66 H -3.97 -5.39 -1.57
67 H -5.02 -6.15 0.83
68 H -5.59 -4.50 0.10
69 H -6.19 -2.67 2.13
70 H -5.28 -1.34 4.46
71 H -2.79 -2.07 5.69
72 H -1.26 -4.15 4.59
73 H -2.21 -5.49 2.25
74 C 1.14 4.65 -6.17
75 C 0.80 4.22 -4.76
76 O 2.00 3.97 -4.00
77 C 2.72 4.93 -3.36
78 C 2.43 6.37 -3.65
79 O 3.64 4.61 -2.60
80 H 1.70 5.59 -6.18
81 H 0.23 4.79 -6.76
82 H 1.76 3.90 -6.66
83 H 0.15 4.93 -4.24
84 H 0.26 3.27 -4.79
85 H 3.12 6.72 -4.41
86 H 2.58 6.94 -2.73
87 H 1.40 6.56 -3.96
88 C -8.70 6.91 0.54
89 C -8.74 5.94 -0.63
90 O -7.82 4.85 -0.43
91 C -8.10 3.74 0.29
92 C -9.32 3.72 1.16
93 O -7.31 2.79 0.29
94 H -9.00 6.43 1.47
95 H -9.36 7.76 0.36
96 H -7.68 7.28 0.69
97 H -9.75 5.57 -0.83
98 H -8.42 6.46 -1.54
99 H -9.04 4.00 2.18
100 H -9.72 2.70 1.17
101 H -10.12 4.36 0.81
102 C 5.08 -6.96 4.63
103 C 4.92 -6.85 3.13
104 O 5.88 -5.93 2.57
105 C 7.15 -6.26 2.24
106 C 7.71 -7.57 2.70
107 O 7.86 -5.46 1.63
108 H 6.07 -7.36 4.90
109 H 4.32 -7.61 5.06
110 H 5.00 -5.97 5.10
111 H 4.96 -7.82 2.63
112 H 3.93 -6.43 2.91
113 H 8.26 -7.42 3.63
114 H 8.39 -7.95 1.93
115 H 6.95 -8.35 2.85

***

No. 2
Density functional theory data (wB97M-V/def2-TZVPD) for 7 unconnected molecules or ions with the total composition C37H64BF4N8O4.

Summary:
* HOMO-LUMO gap: 7.387 eV
* net charge: +7
* E_LUMO: -0.579 Ha
* relative energy (zero: lowest compared OMol25 entry of this formula, charge and spin): 142.6 kcal per mole

Element x y z (Å)
1 C -3.23 1.64 1.78
2 C -2.68 2.41 2.99
3 O -2.34 3.59 2.88
4 N -2.48 1.61 4.30
5 H -3.16 0.87 4.36
6 H -1.54 1.25 4.36
7 C -2.62 2.57 5.51
8 H -3.87 0.83 2.12
9 H -2.40 1.23 1.19
10 H -3.88 2.22 1.12
11 H -3.65 2.93 5.50
12 H -1.86 3.32 5.31
13 H -2.28 2.00 6.37
14 C -4.71 -3.90 0.10
15 C -4.10 -2.76 0.79
16 O -3.93 -1.58 0.34
17 N -3.45 -3.07 2.16
18 H -3.82 -2.36 2.78
19 H -3.83 -3.91 2.57
20 C -1.90 -3.12 1.98
21 H -5.28 -4.64 0.67
22 H -3.97 -4.44 -0.48
23 H -5.40 -3.50 -0.64
24 H -1.51 -3.63 2.86
25 H -1.47 -2.12 1.94
26 H -1.68 -3.64 1.05
27 C 3.45 5.47 -1.45
28 C 3.87 4.01 -1.54
29 O 4.43 3.34 -0.62
30 N 3.42 3.26 -2.85
31 H 3.03 4.03 -3.38
32 H 4.28 2.89 -3.22
33 C 2.45 2.11 -2.54
34 H 2.39 5.74 -1.49
35 H 4.04 5.96 -2.22
36 H 3.71 5.89 -0.48
37 H 2.11 1.61 -3.45
38 H 1.54 2.52 -2.10
39 H 2.87 1.30 -1.96
40 C -6.69 0.02 -5.96
41 N -5.93 0.69 -4.85
42 C -6.59 1.58 -4.09
43 C -5.87 2.34 -3.13
44 C -4.53 2.27 -3.02
45 C -3.86 1.39 -3.82
46 C -4.57 0.51 -4.72
47 C -3.81 3.22 -2.13
48 C -2.59 2.87 -1.57
49 C -1.92 3.72 -0.63
50 N -2.46 4.91 -0.31
51 C -3.63 5.31 -0.88
52 C -4.31 4.48 -1.78
53 C -1.67 5.79 0.54
54 H -7.11 0.82 -6.57
55 H -7.39 -0.70 -5.56
56 H -6.01 -0.59 -6.56
57 H -7.66 1.58 -4.23
58 H -6.40 2.92 -2.39
59 H -2.78 1.47 -3.74
60 H -4.21 -0.23 -5.42
61 H -2.19 1.89 -1.80
62 H -0.94 3.45 -0.24
63 H -3.92 6.32 -0.65
64 H -5.22 4.88 -2.19
65 H -1.23 5.24 1.37
66 H -2.30 6.52 1.05
67 H -0.88 6.29 -0.02
68 C -0.25 -2.01 -4.16
69 N 0.99 -2.18 -3.45
70 C 2.21 -1.93 -4.03
71 C 3.39 -2.10 -3.25
72 C 3.30 -2.65 -1.96
73 C 2.05 -2.86 -1.42
74 C 0.86 -2.60 -2.15
75 C 4.53 -2.87 -1.18
76 C 5.46 -1.83 -0.97
77 C 6.59 -2.15 -0.25
78 N 6.81 -3.40 0.35
79 C 5.83 -4.34 0.25
80 C 4.70 -4.11 -0.57
81 C 8.10 -3.75 0.94
82 H -0.02 -1.67 -5.16
83 H -0.68 -1.18 -3.59
84 H -1.02 -2.76 -3.98
85 H 2.13 -1.51 -5.02
86 H 4.36 -1.95 -3.70
87 H 1.95 -3.26 -0.42
88 H -0.15 -2.79 -1.82
89 H 5.31 -0.83 -1.34
90 H 7.41 -1.47 -0.08
91 H 6.13 -5.29 0.68
92 H 4.08 -4.96 -0.81
93 H 8.54 -2.87 1.40
94 H 8.79 -4.17 0.20
95 H 7.95 -4.52 1.70
96 C 2.53 -2.97 2.94
97 C 1.73 -1.76 3.54
98 C 1.68 -1.81 5.09
99 O 3.06 -1.98 5.49
100 C 3.16 -2.37 6.87
101 N 2.37 -0.44 3.03
102 H 2.09 0.34 3.61
103 H 3.37 -0.46 3.16
104 H 2.14 -0.32 2.06
105 H 3.60 -2.82 3.07
106 H 2.40 -3.10 1.86
107 H 2.31 -3.93 3.40
108 H 0.70 -1.64 3.19
109 H 1.20 -2.76 5.32
110 H 1.13 -1.00 5.56
111 H 4.16 -2.17 7.25
112 H 2.81 -3.40 6.88
113 H 2.47 -1.82 7.50
114 B 0.79 0.29 0.12
115 F 0.50 -1.03 0.46
116 F 0.08 1.17 0.97
117 F 2.15 0.51 0.29
118 F 0.34 0.59 -1.18

***

No. 3
Density functional theory data (wB97M-V/def2-TZVPD) for a molecular structure, C37H65BBrN7O2P2S2Yb.

Summary:
* HOMO-LUMO gap (alpha / beta): 5.276 / 7.644 eV
* expectation value of S²: 0.755
* multiplicity: 2
* net charge: +1
* E_LUMO (alpha / beta): -0.069 / -0.069 Ha

Element x y z (Å)
1 Yb 1.12 0.47 -0.45
2 C -1.06 -1.85 -4.06
3 C 0.30 -2.52 -3.48
4 C 0.53 -3.90 -4.10
5 C 1.34 -1.54 -4.12
6 P 0.34 -2.36 -1.57
7 C -1.21 -3.09 -0.90
8 N -1.82 -2.43 0.24
9 B -1.64 -1.05 0.66
10 N -2.11 -1.10 2.04
11 C -2.08 0.03 3.05
12 P -0.48 1.06 2.96
13 C -0.94 2.80 3.62
14 C 0.32 3.70 3.76
15 C -1.78 3.43 2.44
16 C -1.79 2.84 4.87
17 C 0.49 0.19 4.45
18 C 1.26 -1.07 3.87
19 C 1.52 1.15 4.94
20 C -0.39 -0.30 5.58
21 C -2.51 -2.39 2.41
22 C -2.94 -2.95 3.57
23 C -3.17 -4.33 3.67
24 C -3.18 -5.03 2.50
25 C -2.80 -4.51 1.24
26 C -2.38 -3.20 1.26
27 C 1.72 -3.50 -0.90
28 C 3.01 -3.23 -1.73
29 C 2.12 -3.08 0.59
30 C 1.55 -5.03 -0.92
31 H -0.90 -1.65 -5.10
32 H -1.29 -0.88 -3.61
33 H -1.94 -2.48 -4.12
34 H 0.36 -3.85 -5.19
35 H -0.06 -4.75 -3.76
36 H 1.59 -4.25 -3.94
37 H 1.05 -1.32 -5.17
38 H 2.33 -1.96 -4.11
39 H 1.47 -0.54 -3.63
40 H -1.05 -4.15 -0.58
41 H -1.96 -3.11 -1.75
42 H -2.26 -0.44 4.01
43 H -2.88 0.71 2.80
44 H 1.14 3.30 3.19
45 H 0.67 3.91 4.79
46 H 0.08 4.72 3.40
47 H -1.21 3.63 1.53
48 H -2.29 4.34 2.75
49 H -2.60 2.74 2.13
50 H -1.40 2.27 5.71
51 H -2.80 2.50 4.77
52 H -1.90 3.88 5.10
53 H 2.06 -0.71 3.21
54 H 0.62 -1.80 3.41
55 H 1.74 -1.69 4.64
56 H 2.16 1.58 4.18
57 H 2.15 0.62 5.70
58 H 0.97 1.94 5.55
59 H -1.38 0.19 5.73
60 H 0.07 -0.25 6.58
61 H -0.65 -1.34 5.53
62 H -3.14 -2.32 4.44
63 H -3.27 -4.78 4.67
64 H -3.46 -6.12 2.50
65 H -3.12 -4.97 0.30
66 H 3.16 -2.19 -1.90
67 H 2.98 -3.78 -2.66
68 H 3.85 -3.63 -1.10
69 H 2.66 -2.06 0.57
70 H 2.77 -3.87 1.01
71 H 1.18 -3.00 1.19
72 H 1.39 -5.40 -1.96
73 H 0.76 -5.43 -0.30
74 H 2.50 -5.50 -0.61
75 Br 4.93 5.51 -0.66
76 C 3.91 5.22 -2.19
77 C 4.21 5.46 -3.56
78 N 3.39 5.09 -4.52
79 C 2.36 4.31 -4.24
80 C 2.15 3.83 -2.90
81 C 2.72 4.56 -1.91
82 C 1.09 2.75 -2.73
83 O -0.07 2.98 -3.15
84 O 1.50 1.65 -2.11
85 H 4.97 6.14 -3.84
86 H 1.59 4.16 -5.01
87 H 2.38 4.42 -0.84
88 C -3.43 2.09 -4.85
89 C -3.23 2.77 -3.52
90 N -2.38 1.99 -2.62
91 C -2.76 1.12 -1.68
92 S -1.69 0.63 -0.26
93 N -3.96 0.59 -1.69
94 C -4.60 -0.23 -0.65
95 C -6.07 -0.29 -1.04
96 H -2.45 1.65 -5.26
97 H -3.86 2.77 -5.57
98 H -4.04 1.20 -4.78
99 H -4.17 2.96 -3.00
100 H -2.80 3.75 -3.67
101 H -1.35 2.26 -2.65
102 H -4.55 0.80 -2.53
103 H -4.41 0.27 0.35
104 H -4.25 -1.31 -0.73
105 H -6.45 0.72 -1.06
106 H -6.70 -0.91 -0.39
107 H -6.10 -0.82 -2.00
108 C 6.88 1.92 0.10
109 N 5.75 1.30 0.84
110 C 4.55 1.15 0.25
111 N 4.43 1.12 -1.10
112 S 3.11 1.14 1.24
113 H 7.73 1.95 0.80
114 H 6.62 2.96 -0.17
115 H 7.07 1.33 -0.80
116 H 5.85 1.25 1.86
117 H 5.23 1.11 -1.74
118 H 3.47 1.38 -1.47

***

No. 4
Density functional theory data (wB97M-V/def2-TZVPD) for 7 unconnected molecules or ions with the total composition C37H66BN7O10.

Summary:
* HOMO-LUMO gap: 7.808 eV
* SMILES string: CCCCNC1=C(CCc2ccccc2)C(=O)C=C(B(O)OC)C1=O.CNC(C)=O.CNC(C)=O.CNC(C)=O.CNC(C)=O.CNC(C)=O.CNC(C)=O
* E_LUMO: -0.018 Ha

Element x y z (Å)
1 C 3.41 -3.56 2.05
2 C 3.27 -3.16 0.50
3 C 2.02 -2.11 0.39
4 C 1.96 -1.48 -1.08
5 N 0.77 -0.60 -1.35
6 C 0.17 -0.04 -0.14
7 C 0.77 1.02 0.63
8 C 2.19 1.57 0.13
9 C 2.58 3.02 0.68
10 C 3.23 2.85 2.13
11 C 2.86 3.96 3.18
12 C 3.40 3.86 4.63
13 C 4.28 2.66 5.03
14 C 4.69 1.57 4.02
15 C 4.13 1.69 2.58
16 C -0.04 1.51 1.90
17 O 0.43 1.77 3.03
18 C -1.64 1.62 1.72
19 C -2.23 0.55 0.97
20 B -3.85 0.57 0.80
21 O -4.42 1.71 0.11
22 O -4.61 -0.52 1.37
23 C -4.44 -0.38 2.82
24 C -1.27 -0.59 0.36
25 O -1.57 -1.80 0.27
26 H 3.28 -2.58 2.65
27 H 2.53 -4.23 2.37
28 H 4.42 -3.98 2.34
29 H 4.22 -2.59 0.21
30 H 3.11 -4.07 -0.19
31 H 1.08 -2.73 0.57
32 H 2.22 -1.34 1.21
33 H 2.91 -0.85 -1.28
34 H 1.97 -2.29 -1.91
35 H 0.04 -1.08 -1.90
36 H 2.97 0.76 0.32
37 H 2.10 1.66 -1.02
38 H 1.74 3.80 0.62
39 H 3.42 3.42 0.00
40 H 2.17 4.83 2.84
41 H 3.10 4.66 5.38
42 H 4.65 2.59 6.10
43 H 5.33 0.66 4.27
44 H 4.43 0.86 1.84
45 H -2.24 2.48 2.20
46 H -4.13 2.48 0.67
47 H -3.74 -1.21 3.16
48 H -3.97 0.62 3.13
49 H -5.45 -0.43 3.37
50 C 3.16 -5.73 -4.35
51 N 3.55 -4.41 -3.90
52 C 4.52 -3.60 -4.40
53 C 5.32 -4.10 -5.57
54 O 4.72 -2.50 -3.89
55 H 2.11 -5.70 -4.63
56 H 3.28 -6.43 -3.52
57 H 3.75 -6.07 -5.20
58 H 3.06 -4.01 -3.11
59 H 6.05 -3.35 -5.86
60 H 5.85 -5.02 -5.31
61 H 4.65 -4.28 -6.43
62 C 3.24 -5.32 -11.32
63 N 3.85 -5.45 -10.01
64 C 3.35 -5.06 -8.80
65 C 2.00 -4.40 -8.78
66 O 4.00 -5.26 -7.78
67 H 3.13 -6.31 -11.75
68 H 3.91 -4.73 -11.94
69 H 2.26 -4.84 -11.27
70 H 4.76 -5.89 -9.95
71 H 1.74 -4.15 -7.75
72 H 2.02 -3.48 -9.37
73 H 1.24 -5.08 -9.17
74 C -2.90 -6.07 -2.58
75 N -1.52 -6.30 -2.98
76 C -0.49 -5.42 -2.95
77 C -0.75 -4.02 -2.46
78 O 0.63 -5.77 -3.33
79 H -3.14 -6.78 -1.79
80 H -3.54 -6.27 -3.44
81 H -3.06 -5.06 -2.23
82 H -1.27 -7.21 -3.32
83 H 0.17 -3.44 -2.50
84 H -1.50 -3.54 -3.10
85 H -1.10 -4.05 -1.43
86 C -10.60 -2.11 4.13
87 N -10.21 -0.80 4.60
88 C -9.22 0.01 4.10
89 C -8.43 -0.49 2.93
90 O -9.02 1.10 4.62
91 H -11.66 -2.07 3.84
92 H -10.48 -2.82 4.96
93 H -10.01 -2.44 3.28
94 H -10.70 -0.40 5.38
95 H -7.68 0.26 2.65
96 H -7.90 -1.41 3.19
97 H -9.08 -0.65 2.07
98 C -1.18 7.85 1.77
99 N -1.74 6.58 2.18
100 C -2.13 5.54 1.40
101 C -1.97 5.68 -0.09
102 O -2.60 4.53 1.92
103 H -0.20 7.95 2.24
104 H -1.83 8.65 2.12
105 H -1.07 7.92 0.69
106 H -1.88 6.42 3.17
107 H -2.32 4.77 -0.58
108 H -2.56 6.52 -0.46
109 H -0.92 5.82 -0.34
110 C 2.36 8.70 6.97
111 N 1.23 8.97 6.10
112 C 0.48 8.08 5.39
113 C 0.83 6.62 5.49
114 O -0.45 8.48 4.69
115 H 2.12 9.08 7.96
116 H 3.22 9.24 6.58
117 H 2.59 7.64 7.02
118 H 0.94 9.93 5.98
119 H 0.15 6.04 4.88
120 H 1.85 6.46 5.14
121 H 0.73 6.29 6.53